The following is a quantum chemistry calculation of one molecule with the formula C5H6O at a distorted geometry, from the Open Molecules 2025 dataset.

highest occupied orbital energy (alpha / beta): -5.29 / -9.57 eV
<S²>: 2.0068
HOMO-LUMO gap (alpha / beta): 6.401 / 7.797 eV
spin multiplicity: 3
electronic energy: -269.06375 a.u.

Positions of all 12 atoms, in Å:
C1 1.70 -0.50 -0.27
C2 0.35 -1.22 0.08
C3 0.92 0.78 -0.46
C4 -0.34 -0.09 0.05
C5 -1.76 0.37 0.31
O1 1.81 0.63 0.56
H1 2.70 -0.84 -0.68
H2 0.09 -2.24 0.45
H3 0.75 1.58 -1.18
H4 -2.13 0.19 1.41
H5 -2.39 -0.03 -0.42
H6 -1.70 1.38 0.16